{
  "formula": "C29H44BrN5OPSiSr",
  "method": "the ωB97M-V functional and the def2-TZVPD basis",
  "charge": 1,
  "homo_lumo_gap_ev": 8.930,
  "max_force_ev_per_a": 3.325,
  "e_above_lowest_kj_mol": 382.6,
  "e_lumo_ha": -0.0756,
  "species": ["Sr", "C", "C", "C", "C", "C", "Br", "N", "C", "H", "H", "H", "H", "H", "H", "N", "C", "C", "N", "C", "C", "N", "C", "C", "N", "H", "H", "H", "H", "H", "H", "C", "C", "C", "C", "P", "C", "C", "C", "C", "C", "C", "C", "C", "C", "C", "H", "H", "H", "H", "H", "H", "H", "H", "H", "H", "H", "H", "H", "H", "H", "H", "H", "H", "H", "H", "H", "H", "H", "C", "Si", "C", "C", "O", "H", "H", "H", "H", "H", "H", "H", "H", "H"],
  "positions_angstrom": [[-0.137, -0.025, 0.664], [-3.466, 4.553, 0.448], [-2.339, 4.309, 1.410], [-2.448, 3.658, 2.634], [-1.301, 3.421, 3.387], [-0.085, 3.713, 2.810], [1.511, 3.106, 3.657], [0.060, 4.351, 1.668], [-1.044, 4.650, 1.003], [-3.257, 5.433, -0.160], [-4.420, 4.714, 0.948], [-3.566, 3.711, -0.240], [-3.409, 3.390, 3.055], [-1.357, 2.978, 4.371], [-0.903, 5.165, 0.059], [-2.571, -0.938, -3.500], [-2.453, 0.429, -3.608], [-1.315, 0.752, -2.934], [-0.733, -0.382, -2.420], [-1.518, -1.373, -2.766], [-1.312, -2.733, -2.286], [-0.665, -3.013, -1.176], [-0.720, -4.379, -1.050], [-1.412, -4.922, -2.089], [-1.793, -3.859, -2.872], [-3.364, -1.482, -3.795], [-3.162, 1.022, -4.157], [-0.873, 1.724, -2.799], [-0.266, -4.889, -0.218], [-1.659, -5.938, -2.342], [-2.250, -3.926, -3.765], [2.712, -2.827, -1.483], [3.176, -2.690, -0.031], [4.602, -3.228, 0.095], [2.265, -3.523, 0.879], [2.927, -0.915, 0.544], [3.817, -0.819, 2.137], [5.199, -0.934, 2.308], [5.766, -0.840, 3.569], [4.967, -0.635, 4.685], [3.594, -0.526, 4.538], [3.030, -0.615, 3.273], [3.688, 0.362, -0.600], [3.435, 1.692, 0.128], [2.910, 0.391, -1.921], [5.182, 0.238, -0.897], [2.630, -3.891, -1.725], [3.434, -2.393, -2.172], [1.734, -2.377, -1.654], [4.614, -4.271, -0.230], [4.958, -3.200, 1.124], [5.306, -2.682, -0.532], [2.258, -4.559, 0.529], [1.230, -3.168, 0.868], [2.617, -3.517, 1.913], [5.842, -1.111, 1.459], [6.839, -0.930, 3.680], [5.415, -0.561, 5.667], [2.962, -0.364, 5.401], [1.955, -0.513, 3.167], [2.372, 1.896, 0.302], [3.809, 2.513, -0.489], [3.937, 1.734, 1.096], [1.824, 0.332, -1.797], [3.196, -0.415, -2.591], [3.121, 1.337, -2.427], [5.788, 0.377, -0.003], [5.467, 1.020, -1.606], [5.433, -0.720, -1.350], [-4.318, 1.379, 1.081], [-2.462, 1.264, 0.914], [-2.616, -0.652, 0.164], [-1.844, 0.380, 2.581], [-1.287, 1.815, 0.017], [-4.594, 0.429, 1.538], [-4.772, 1.417, 0.089], [-4.739, 2.196, 1.664], [-3.028, -1.301, 0.944], [-1.848, -1.244, -0.362], [-3.408, -0.575, -0.590], [-2.816, 0.285, 3.076], [-1.198, 0.842, 3.331], [-1.564, -0.672, 2.439]],
  "atomic_forces_ev_per_a": [[2.5, -0.8, -1.3], [-0.1, 0.2, 0.2], [0.3, -0.2, -0.3], [0.0, 0.6, 0.2], [-0.2, -0.2, 0.0], [0.1, 0.2, -0.1], [0.0, 0.0, 0.0], [0.0, -0.2, 0.0], [-0.1, 0.0, 0.0], [0.0, 0.0, 0.0], [0.0, -0.1, 0.0], [0.0, 0.0, 0.0], [0.0, 0.1, -0.1], [0.0, -0.1, 0.0], [0.0, 0.0, 0.0], [0.0, 0.0, 0.0], [0.0, 0.0, 0.0], [0.0, -0.1, -0.2], [0.1, 0.3, 0.3], [0.2, -0.2, 0.1], [0.0, 0.0, 0.0], [0.0, 0.0, 0.0], [0.0, 0.0, 0.0], [0.0, 0.0, 0.0], [0.1, 0.0, 0.0], [0.0, 0.0, 0.0], [0.0, 0.0, 0.0], [0.0, 0.0, 0.1], [0.0, 0.0, 0.0], [0.0, 0.0, 0.0], [0.0, 0.0, 0.0], [0.0, 0.0, 0.0], [0.2, 0.1, 0.0], [0.0, 0.0, 0.0], [-0.1, 0.0, 0.1], [-0.1, -0.2, -0.2], [-0.1, 0.1, 0.0], [0.0, 0.0, 0.0], [0.0, 0.0, 0.0], [0.0, 0.0, 0.0], [0.0, 0.0, 0.0], [0.1, 0.0, 0.0], [0.0, 0.0, 0.2], [0.1, 0.1, 0.1], [-0.1, 0.0, -0.1], [0.0, 0.0, 0.0], [0.0, 0.0, 0.0], [0.0, 0.0, 0.0], [0.0, 0.0, 0.0], [0.0, 0.0, 0.0], [0.0, 0.0, 0.0], [0.0, 0.0, 0.0], [0.1, 0.0, 0.0], [0.0, 0.0, -0.1], [0.0, 0.0, 0.0], [0.0, 0.0, 0.0], [0.0, 0.0, 0.0], [0.0, 0.0, 0.0], [0.0, 0.0, 0.0], [0.0, 0.0, 0.0], [0.0, -0.1, 0.0], [0.0, 0.0, 0.0], [0.0, 0.0, 0.0], [0.0, 0.0, 0.1], [0.0, 0.0, 0.0], [0.0, 0.0, 0.0], [0.0, 0.0, 0.0], [0.0, 0.0, 0.0], [0.0, 0.0, 0.0], [0.0, 0.9, -0.2], [-0.7, -3.2, -0.1], [-1.0, 0.3, -0.2], [-0.7, 0.7, 0.7], [-0.2, 1.3, 0.2], [0.0, 0.0, 0.0], [0.0, 0.0, 0.0], [0.0, 0.0, 0.0], [0.0, -0.1, -0.1], [-0.4, 0.2, 0.3], [0.0, 0.0, 0.0], [0.1, 0.0, 0.2], [0.2, 0.0, -0.2], [0.0, 0.0, 0.3]],
  "mulliken_charge": [1.05, -1.37, 0.58, -0.08, -0.46, 0.06, -0.13, -0.56, -0.40, 0.50, 0.35, 0.09, 0.53, 0.63, 0.38, -0.06, -0.90, -0.36, 0.10, -0.14, 0.51, 0.03, -0.41, -0.74, -0.12, 0.22, 0.45, 0.44, 0.42, 0.44, 0.22, -2.12, 2.18, -1.82, -1.85, 0.49, 0.52, -0.63, -0.91, -0.57, -0.75, -0.14, 2.33, -1.90, -2.15, -1.75, 0.60, 0.32, 0.30, 0.51, 0.41, 0.26, 0.53, 0.18, 0.38, 0.48, 0.44, 0.41, 0.47, 0.33, 0.34, 0.53, 0.31, 0.49, 0.29, 0.58, 0.33, 0.50, 0.31, -1.37, 1.31, -1.19, -2.05, -0.77, 0.55, 0.33, 0.33, 0.43, -0.02, 0.30, 0.24, 0.29, 1.13]
}

=====

{
  "formula": "C29H44F15N8O15S5",
  "method": "the ωB97M-V functional and the def2-TZVPD basis",
  "charge": -1,
  "homo_lumo_gap_ev": 9.048,
  "max_force_ev_per_a": 4.580,
  "e_lumo_ha": 0.0623,
  "species": ["C", "C", "N", "C", "C", "N", "C", "C", "H", "H", "H", "H", "H", "H", "H", "H", "H", "H", "H", "C", "C", "N", "C", "C", "N", "C", "C", "H", "H", "H", "H", "H", "H", "H", "H", "H", "H", "H", "C", "C", "N", "C", "C", "N", "C", "C", "H", "H", "H", "H", "H", "H", "H", "H", "H", "H", "H", "C", "C", "N", "C", "C", "N", "C", "C", "H", "H", "H", "H", "H", "H", "H", "H", "H", "H", "H", "C", "F", "F", "F", "S", "O", "O", "O", "C", "F", "F", "F", "S", "O", "O", "O", "C", "F", "F", "F", "S", "O", "O", "O", "C", "F", "F", "F", "S", "O", "O", "O", "C", "F", "F", "F", "S", "O", "O", "O"],
  "positions_angstrom": [[8.965, 15.840, 17.339], [10.223, 15.282, 17.995], [10.877, 14.202, 17.242], [11.137, 14.217, 15.894], [11.802, 13.069, 15.607], [12.036, 12.427, 16.795], [11.468, 13.139, 17.786], [12.813, 11.211, 16.882], [8.190, 15.100, 17.283], [9.128, 16.236, 16.298], [8.677, 16.691, 17.920], [10.127, 14.894, 18.996], [10.965, 16.103, 18.034], [10.840, 14.979, 15.191], [12.078, 12.617, 14.668], [11.455, 12.750, 18.781], [13.784, 11.328, 16.421], [12.316, 10.329, 16.421], [12.908, 10.952, 17.932], [10.325, 10.975, 23.400], [11.861, 11.147, 23.156], [12.242, 12.268, 22.284], [13.060, 12.166, 21.128], [13.160, 13.408, 20.592], [12.379, 14.227, 21.380], [11.782, 13.517, 22.324], [12.131, 15.630, 21.089], [10.193, 10.071, 23.953], [9.799, 10.915, 22.483], [9.906, 11.810, 24.003], [12.232, 10.241, 22.693], [12.430, 11.342, 24.083], [13.443, 11.154, 20.968], [13.640, 13.694, 19.661], [11.084, 13.877, 23.049], [12.913, 16.239, 21.510], [11.168, 15.921, 21.493], [12.119, 15.758, 19.989], [9.131, 10.490, 16.557], [8.135, 11.515, 17.106], [7.474, 10.929, 18.263], [6.146, 10.440, 18.246], [6.023, 9.839, 19.455], [7.212, 9.960, 20.153], [8.044, 10.595, 19.391], [7.413, 9.362, 21.467], [8.646, 9.562, 16.259], [9.966, 10.267, 17.241], [9.574, 10.979, 15.693], [7.443, 11.876, 16.327], [8.587, 12.413, 17.455], [5.452, 10.559, 17.393], [5.186, 9.299, 19.825], [9.036, 10.855, 19.693], [6.754, 8.496, 21.573], [7.217, 10.096, 22.257], [8.440, 9.078, 21.533], [14.982, 14.628, 13.669], [14.679, 15.785, 12.781], [13.352, 15.668, 12.113], [12.341, 16.595, 12.298], [11.328, 16.311, 11.381], [11.871, 15.277, 10.603], [12.996, 14.886, 11.114], [10.994, 14.565, 9.656], [14.919, 13.666, 13.182], [14.302, 14.604, 14.527], [16.018, 14.634, 14.057], [15.428, 15.846, 12.025], [14.684, 16.650, 13.436], [12.487, 17.347, 13.055], [10.344, 16.728, 11.250], [13.507, 14.038, 10.740], [11.540, 14.162, 8.811], [10.223, 15.262, 9.375], [10.600, 13.658, 10.146], [8.224, 13.703, 13.751], [7.249, 12.863, 13.322], [7.941, 13.757, 15.130], [9.325, 12.973, 13.688], [8.373, 15.387, 13.102], [8.504, 15.090, 11.694], [7.128, 15.943, 13.605], [9.594, 15.859, 13.736], [12.294, 11.513, 11.699], [13.631, 11.800, 11.621], [11.837, 12.726, 12.203], [11.875, 11.503, 10.360], [11.826, 10.061, 12.750], [12.248, 8.991, 11.928], [12.550, 10.505, 13.905], [10.423, 10.270, 12.820], [14.826, 16.886, 17.139], [15.647, 15.980, 16.551], [14.157, 16.169, 18.071], [15.679, 17.689, 17.871], [13.626, 17.790, 15.960], [14.460, 18.275, 14.893], [12.835, 16.651, 15.584], [13.142, 18.721, 16.866], [8.362, 14.904, 21.943], [8.760, 15.931, 21.225], [9.178, 14.881, 23.104], [7.159, 15.087, 22.387], [8.428, 13.323, 21.005], [7.561, 13.549, 19.883], [9.809, 13.168, 20.696], [7.988, 12.402, 22.000], [11.267, 7.880, 18.857], [11.741, 6.646, 19.124], [11.870, 8.293, 17.774], [9.991, 7.619, 18.483], [11.412, 9.090, 20.167], [12.757, 9.047, 20.598], [11.092, 10.313, 19.489], [10.476, 8.651, 21.175]],
  "atomic_forces_ev_per_a": [[0.8, -0.1, -1.0], [1.0, 0.9, -0.7], [0.2, 0.4, 0.0], [-0.1, -0.5, -0.6], [0.0, 0.3, 0.0], [-0.4, 0.5, -0.3], [0.3, -1.2, -1.0], [-0.4, -1.4, 0.7], [-0.5, -0.2, 0.1], [0.2, -0.6, 0.9], [-0.5, 0.4, 0.5], [-0.6, -0.1, 0.3], [-0.2, -0.3, 0.0], [-0.3, 0.1, 0.3], [0.2, 0.1, 0.0], [-0.3, 0.3, 0.5], [0.1, 0.2, -0.1], [0.1, 1.0, 0.0], [0.2, 0.1, 0.1], [1.6, 1.6, 0.8], [-0.6, 0.2, 0.7], [0.0, 0.6, -2.0], [-0.3, -0.8, 1.8], [0.0, -1.1, 0.1], [-0.2, 0.5, -0.5], [0.9, -0.7, 0.5], [-0.2, 0.0, -0.8], [-0.1, -0.7, 0.4], [-0.4, 0.0, -0.8], [0.2, -0.4, -0.4], [0.2, 0.0, -0.1], [-0.5, -0.4, -0.2], [0.1, 0.7, -0.6], [-0.1, 0.3, 0.5], [-0.1, 0.3, 0.1], [0.3, 0.2, 0.1], [0.0, 0.0, 0.0], [0.0, 0.0, 0.7], [0.4, 0.9, -0.2], [0.4, -0.6, -0.3], [-2.4, -0.2, -1.5], [1.2, 0.3, 0.4], [-0.4, 0.1, -0.5], [-2.4, -1.3, 0.3], [1.4, 1.0, 0.0], [-0.2, 0.6, 0.4], [0.0, 0.1, -0.1], [-0.5, 0.1, 0.1], [0.1, -0.3, -0.4], [-0.1, -0.6, 0.6], [0.8, 0.7, 0.3], [0.8, 0.0, 0.8], [-0.3, -0.2, 0.4], [0.5, 0.0, -0.2], [0.2, 0.2, -0.1], [-0.1, -0.1, -0.3], [0.6, -0.4, 0.1], [0.4, -1.3, 1.0], [-0.5, -0.5, 0.4], [0.1, 1.3, 0.5], [-1.1, -0.3, -0.9], [2.9, 0.3, 1.0], [-3.2, 0.7, 0.1], [1.3, -0.6, -0.4], [0.5, -1.2, 0.6], [-0.3, -0.3, -0.4], [0.1, 0.1, -0.1], [-0.5, 0.5, -0.2], [0.4, 0.4, -0.7], [-0.3, 0.5, -0.5], [-0.4, 0.0, 0.1], [0.1, -0.2, -0.1], [0.6, -0.4, -0.1], [0.3, 0.5, -0.3], [-0.3, -0.1, -0.2], [-0.2, 0.7, 0.0], [-0.8, -2.5, 2.6], [-0.1, 1.1, -0.8], [0.3, 0.6, -0.7], [0.9, 0.3, -0.5], [-0.9, -0.5, 0.7], [-0.1, 0.6, -0.5], [0.9, 0.2, -0.8], [-0.4, 0.2, -0.1], [0.5, 2.5, -1.7], [-0.1, -1.0, -0.1], [-0.6, -1.2, -0.1], [0.2, -0.3, 1.7], [-0.4, 2.6, -1.4], [1.0, -1.6, 0.0], [0.9, -0.8, 1.2], [-1.6, -0.3, 0.5], [1.4, 0.0, 0.4], [-0.3, 0.3, -0.4], [-0.5, 0.1, 0.1], [-0.9, -0.2, -0.8], [3.2, -3.2, -0.7], [0.3, 0.4, -0.5], [-1.1, -0.3, -0.2], [-2.1, 2.8, 2.1], [1.2, -1.0, 1.1], [0.2, 0.7, -0.3], [-0.5, -0.1, -1.3], [-1.3, 0.6, 0.3], [-0.9, 0.8, 0.4], [-0.2, 0.1, -0.2], [2.1, 0.0, -0.9], [-0.9, -1.0, 0.8], [-1.0, -2.5, -1.1], [0.6, 0.4, 0.8], [1.0, 0.7, -1.0], [-0.5, 0.8, 0.5], [-1.1, 0.0, 1.1], [2.4, -0.4, 0.5], [-0.8, 1.0, -0.6], [-0.5, 0.0, -0.1]],
  "mulliken_charge": [-1.41, 0.24, 1.78, -1.20, -1.03, 0.72, -0.45, -0.88, 0.13, 0.22, 0.65, -0.39, 0.09, 0.32, 1.09, 0.36, 0.50, 0.25, 0.10, -0.61, -0.69, 0.31, -0.40, -1.13, 0.22, -0.64, -0.48, 0.50, -0.13, 0.37, 0.44, 0.30, 0.81, 0.72, 0.77, 0.32, 0.25, 0.00, -0.09, 0.13, 0.81, -0.29, -1.08, 0.36, -0.85, -0.54, 0.54, -0.37, -0.15, 0.42, -0.67, 0.48, 0.55, 0.86, 0.42, 0.19, 0.17, -0.76, -0.34, 0.31, -0.56, -0.82, 0.16, -0.51, -0.75, 0.40, -0.10, 0.42, 0.38, 0.13, 0.52, 0.67, 0.79, 0.35, 0.33, 0.22, 0.55, -0.29, -0.23, -0.03, 1.17, -0.67, -0.73, -0.52, 0.46, -0.27, -0.10, -0.28, 1.22, -0.71, -0.61, -0.65, 0.62, -0.24, -0.23, -0.29, 0.99, -0.76, -0.50, -0.67, 0.37, -0.17, -0.30, -0.22, 1.36, -0.79, -0.42, -0.70, 0.55, -0.26, -0.18, -0.27, 1.25, -0.82, -0.58, -0.79]
}